13
Properties=species:S:1:pos:R:3:lowdin_charge:R:1 method="wB97M-V/def2-TZVPD" e_above_lowest_kj_mol=569.3 homo_lumo_gap_ev=9.3 e_lumo_ev=0.0 total_energy_ha=-646.4952 charge=0
C 1.587 -0.870 0.244 -0.061
C 0.686 0.240 -0.462 -0.444
C -0.778 -0.009 -0.373 -0.389
H 1.664 -1.781 -0.198 0.017
H 1.723 -0.886 1.447 0.129
H 2.599 -0.486 -0.046 0.077
H 0.983 0.000 -1.574 0.165
H 0.056 1.539 0.904 0.290
H -0.958 -1.030 -0.845 0.118
H -3.581 0.956 1.057 0.003
N -1.648 0.647 0.196 -0.396
O 0.895 1.696 -0.191 -0.159
S -3.230 -0.017 -0.160 0.649